# C9H18BiClIN2OP

C9H18BiClIN2OP as an isolated structure in a non-equilibrium geometry (ωB97M-V/def2-TZVPD, OMol25).

The geometry in XYZ format:
```
34
Properties=species:S:1:pos:R:3:lowdin_charge:R:1
C 1.7536 -2.9987 1.7831 -0.105
I -2.2995 -0.3075 -1.7994 0.658
Bi 0.6137 -0.4462 -0.4938 1.128
C 1.3669 3.4255 -1.2506 -0.227
H 2.1504 0.9767 1.3222 0.032
H 2.6968 -2.4955 1.6457 0.108
H 0.7657 0.3662 2.2320 0.026
H -2.4600 -3.1660 2.0660 0.106
H 2.0215 -4.7823 3.0949 0.129
P 0.0540 2.1868 -1.5722 0.632
H 0.9634 1.3911 -3.6633 0.048
C 1.4234 -4.1229 2.4965 -0.025
H 0.2495 3.0326 -3.8312 0.071
H -0.5499 -5.0202 2.6839 0.185
C 0.1131 2.0320 -3.3962 -0.269
O -2.9319 0.8672 1.4464 0.088
C 1.0452 0.9238 1.3271 -0.264
H 0.6107 1.9320 1.3090 0.013
N 0.0541 -4.2908 2.3121 0.125
C -0.4126 -3.3030 1.5091 -0.380
H -2.0641 -2.3834 0.5169 0.006
H -0.8110 1.5696 -3.7583 0.017
H 1.2553 3.8540 -0.2478 0.059
H -2.3512 2.5044 -1.5166 -0.014
C -1.4837 3.1286 -1.2635 -0.270
H -2.1449 -4.1562 0.6210 0.105
H 2.3503 2.9489 -1.3491 0.050
H -1.4793 4.0303 -1.8920 0.078
C -1.8557 -3.2438 1.1552 0.003
C -1.8662 0.6833 1.0777 -0.160
H -1.5339 3.4191 -0.2066 0.058
H 1.2749 4.2262 -2.0008 0.076
Cl 2.8901 -0.2836 -1.5179 -0.021
N 0.5914 -2.4981 1.1604 -0.066
```

Output
LUMO (spin up / spin down), eV: -11.32 / -10.98
2S+1: 1
HOMO energy (spin up / spin down), eV: -15.2 / -15.3
Total charge: +2
Frontier orbital gap (spin up / spin down), eV: 3.92 / 4.30
Relative energy (zero: lowest compared OMol25 entry of this formula, charge and spin), kcal per mole: 21.1